88
Properties=species:S:1:pos:R:3:forces:R:3 method="wB97M-V/def2-TZVPD" homo_energy_ha=-0.15738 total_charge=-1 max_force_ev_per_a=8.6 orbital_gap_ev=5.92
C -0.839 2.174 1.656 -0.37 0.31 -0.22
P 0.525 0.850 1.875 -1.56 -0.54 1.10
O 0.806 0.771 3.621 -0.19 2.12 -1.21
Ta -0.441 -1.487 1.125 0.35 -1.69 1.52
C -1.422 -3.563 0.764 -0.77 -0.31 -0.06
C -2.678 -3.559 -0.289 -1.01 -0.96 0.26
C -3.747 -2.331 -0.095 -0.03 0.36 -0.09
C -5.156 -2.622 -0.882 0.66 1.56 -0.91
S -6.489 -3.253 0.331 -1.36 2.03 -1.34
C -7.785 -1.851 0.269 1.27 2.57 1.66
N -7.469 -0.605 1.073 -5.22 -4.29 -5.28
N -8.579 0.211 0.774 -2.91 -3.52 -3.53
C -9.553 -0.492 -0.172 4.60 0.46 2.97
O -9.036 -1.847 -0.507 2.43 4.26 3.50
C 1.664 -2.342 0.673 1.41 -0.56 -0.32
C 2.914 -1.330 0.994 1.40 -1.53 -0.10
C 3.177 -0.178 -0.156 -1.09 1.61 1.63
S 4.700 -0.456 -1.210 4.34 -3.50 -1.54
O 4.546 -1.567 -2.285 -0.32 3.91 3.63
O 5.984 -0.663 -0.363 -4.78 1.34 -2.55
O 4.938 1.019 -2.099 -2.80 -1.28 1.89
P -0.597 -0.780 -1.357 -0.04 0.99 -1.13
N -1.136 0.731 -1.606 -1.45 -0.56 -0.66
H -0.289 3.192 1.413 -1.76 -2.02 0.59
H -1.501 2.208 2.621 1.29 0.16 -1.74
H -1.521 1.862 0.757 1.41 0.55 1.54
H 0.925 1.738 3.886 -0.08 -1.86 -0.44
H -2.112 -0.799 1.563 0.16 0.01 -0.26
H -0.269 -1.990 2.932 0.32 0.18 -0.60
H -0.602 -4.276 0.327 -1.39 1.19 0.91
H -1.801 -3.983 1.795 0.67 0.60 -2.04
H -2.348 -3.645 -1.433 -0.55 0.40 2.51
H -3.290 -4.563 -0.084 1.11 1.99 -0.53
H -3.317 -1.318 -0.541 -0.80 -2.12 0.94
H -3.983 -2.081 1.048 0.64 -0.77 -2.58
H -5.497 -1.578 -1.348 0.38 -2.38 1.17
H -5.048 -3.357 -1.786 -0.21 1.16 1.91
H -10.545 -0.050 -0.611 2.31 -1.29 0.95
H 1.768 -2.777 -0.433 0.02 1.13 2.50
H 1.802 -3.288 1.382 -0.26 1.86 -1.30
H 3.896 -2.005 1.005 -1.83 1.55 0.03
H 2.850 -0.865 2.090 0.00 -0.68 -2.65
H 2.253 0.031 -0.845 1.89 -0.66 1.07
H 3.364 0.835 0.447 -0.11 -2.07 -1.57
H 4.004 1.434 -2.088 1.95 -0.68 -0.22
H 0.700 -0.988 -1.986 -0.71 -0.20 -0.14
H -1.522 -1.684 -2.008 0.93 -0.05 0.10
H -2.034 0.601 -2.156 1.40 0.61 0.73
Cl 0.735 -3.745 -2.295 -0.21 -0.41 -0.48
C 2.039 -4.792 -2.909 0.18 -0.16 -0.06
C 2.502 -4.379 -4.297 0.33 0.06 0.31
Cl 1.264 -4.691 -5.538 -0.10 -0.02 -0.06
H 1.680 -5.826 -2.894 -0.02 0.35 -0.13
H 2.869 -4.710 -2.201 -0.04 0.12 -0.16
H 3.387 -4.956 -4.581 -0.18 0.03 0.12
H 2.762 -3.317 -4.336 -0.15 -0.21 0.09
Cl -1.334 6.527 3.626 -0.51 -0.09 0.12
C -1.367 6.754 1.859 -0.14 0.00 -0.38
C -2.702 6.351 1.253 -0.02 0.16 0.01
Cl -2.971 4.592 1.330 -0.08 0.20 0.02
H -0.539 6.183 1.428 -0.24 0.02 0.16
H -1.180 7.816 1.673 -0.12 -0.17 0.09
H -2.729 6.629 0.195 0.13 -0.03 0.16
H -3.539 6.845 1.756 0.21 -0.12 -0.02
Cl 0.163 -9.756 -2.234 0.04 0.00 -0.04
C 1.850 -9.860 -1.671 0.23 -0.01 0.12
C 2.587 -8.538 -1.817 0.02 -0.11 0.32
Cl 2.871 -8.113 -3.523 0.02 -0.11 -0.07
H 2.345 -10.662 -2.227 -0.11 0.25 0.03
H 1.814 -10.150 -0.616 0.02 0.15 -0.14
H 3.570 -8.606 -1.341 -0.17 -0.06 -0.09
H 2.037 -7.716 -1.349 0.02 -0.19 -0.14
Cl 1.930 3.325 2.231 0.88 0.63 0.27
C 2.917 4.255 3.386 0.16 0.32 0.09
C 2.121 5.361 4.061 0.19 -0.17 0.25
Cl 1.687 6.664 2.928 0.63 0.00 -0.13
H 3.784 4.652 2.849 -0.23 0.01 0.09
H 3.278 3.545 4.136 -0.12 0.11 -0.05
H 2.721 5.818 4.854 -0.04 -0.08 -0.16
H 1.199 4.978 4.509 0.08 0.07 -0.22
Cl 3.668 6.857 -0.918 -0.06 0.03 0.00
C 3.185 8.508 -1.380 -0.03 0.19 -0.05
C 2.427 9.217 -0.268 0.28 0.18 -0.10
Cl 0.818 8.505 0.008 0.09 0.03 -0.06
H 2.590 8.444 -2.296 0.04 -0.04 0.27
H 4.105 9.054 -1.609 -0.15 -0.03 0.12
H 2.267 10.265 -0.538 0.03 -0.19 -0.04
H 2.978 9.189 0.676 -0.13 -0.14 -0.19